{"formula": "C4H6NO", "method": "ωB97M-V with the def2-TZVPD basis set", "symbols": ["C", "N", "C", "C", "C", "O", "H", "H", "H", "H", "H", "H"], "xyz": [[-1.96692, -0.39229, -0.43026], [-0.62369, 0.34253, -0.17403], [0.02591, 1.39594, -0.05051], [1.00757, 0.34478, -0.02947], [1.86953, -0.57428, 0.63159], [1.84161, -0.29893, -0.78761], [-2.76264, 0.30475, -0.40416], [-2.03839, -0.95629, 0.50727], [-1.70517, -0.84217, -1.32918], [-0.04894, 2.43741, -0.07375], [2.83989, -0.27973, 1.23028], [1.56122, -1.48173, 0.90983]], "atomic_forces_ev_per_a": [[2.3417, 1.7580, 2.9640], [-0.7750, -1.1642, -0.0251], [1.0675, -0.5695, -0.4717], [-1.6065, 0.0115, 1.1035], [3.6721, 3.1926, 1.7002], [0.6445, 0.0820, -1.6993], [-0.7013, 0.8276, -0.5948], [-0.0890, -0.7088, -0.7950], [-0.4363, -1.4316, -1.4334], [-0.5516, 1.5830, 0.0202], [-2.0236, -0.0940, -1.5192], [-1.5425, -3.4867, 0.7504]], "nbo_charge": [-0.3733, -0.2019, 0.2030, 0.3951, -0.0925, -0.3685, 0.2423, 0.2515, 0.2499, 0.2493, 0.2365, 0.2087], "smiles": "C[N+]1=C[C@@]12CO2", "gap_ev": 11.2, "e_tot_ha": -285.57070, "total_charge": 1}